# 1
12
Properties=species:S:1:pos:R:3:forces:R:3 method="wB97M-V/def2-TZVPD" energy_ha=-265.362106 charge=0
C -2.13863 -0.19684 -0.08891 -1.3 -1.7 -0.1
C -0.77729 0.37645 -0.30182 -1.2 1.6 -1.9
C 0.22125 -0.34458 0.52946 2.4 0.9 0.5
C 1.63672 -0.69425 0.07350 -2.6 -0.4 -2.4
N -3.13640 -0.78548 0.04391 1.8 1.3 -0.2
N -0.86426 1.73646 0.22321 0.3 -0.1 1.1
H -0.62498 0.49393 -1.45309 0.2 -1.1 1.8
H 0.11347 -0.37478 1.60106 -0.8 0.0 0.1
H 1.94781 -0.04930 -0.76046 0.2 -0.1 0.4
H 1.38732 -1.65201 -0.42967 0.6 0.0 -0.1
H 2.43801 -0.93329 0.72375 0.3 0.3 1.2
H -0.20302 2.42370 -0.16093 0.2 -0.8 -0.2


# 2
12
Properties=species:S:1:pos:R:3:forces:R:3 method="wB97M-V/def2-TZVPD" energy_ha=-265.300970 charge=0
C -2.22864 0.35870 0.43680 0.4 0.1 0.8
C -0.89582 0.28500 -0.00497 -0.7 -1.1 -0.7
C 0.49821 0.44682 0.45370 1.3 -1.3 2.9
C 1.47079 -0.65592 0.05960 0.2 1.0 2.4
N -3.24168 0.41431 0.98318 -0.2 -0.1 -0.3
N -0.11429 1.27851 -0.51022 0.4 1.7 -1.8
H -1.42167 -1.55836 -1.31145 0.4 0.9 0.6
H 0.77532 0.84029 1.49802 -0.9 0.0 -1.7
H 1.10896 -0.96610 -0.84004 -0.7 -1.5 -2.6
H 1.32038 -1.46958 0.83281 0.9 0.8 -1.0
H 2.49521 -0.25720 -0.11551 -0.5 -0.5 0.7
H 0.23323 1.28353 -1.48191 -0.4 -0.1 0.7


# 3
12
Properties=species:S:1:pos:R:3:forces:R:3 method="wB97M-V/def2-TZVPD" energy_ha=-265.448589 smiles=N#CCN1CC1 charge=0
N 2.76198 1.29597 -0.71179 -0.7 -0.2 0.2
C 1.91537 0.52543 -0.57191 1.9 1.4 0.1
C 0.98740 -0.56430 -0.52831 1.0 -0.1 -0.2
N -0.11258 -0.35059 0.38075 -0.3 -0.4 -0.7
C -1.35736 -0.54225 -0.34311 -0.8 -0.3 -1.1
C -0.95447 0.80720 0.10582 -0.2 0.3 -0.6
H 0.83922 -0.71375 -1.61373 -1.0 -0.2 0.3
H 1.57048 -1.42360 -0.21494 -0.1 -0.3 0.2
H -2.13462 -1.01831 0.24518 0.0 -0.3 -0.5
H -1.27171 -0.74194 -1.48168 -0.4 0.1 2.2
H -0.65934 1.46821 -0.69861 0.2 0.2 0.1
H -1.45982 1.28268 0.94684 0.4 -0.2 -0.1


# 4
12
Properties=species:S:1:pos:R:3:forces:R:3 method="wB97M-V/def2-TZVPD" energy_ha=-265.488814 smiles=Nc1ccc[nH]1 charge=0
N 1.91900 -0.06215 0.39969 0.5 -0.5 -0.3
C 0.61755 0.13477 -0.02632 -0.1 0.1 0.2
C -0.22043 1.22112 -0.11109 0.3 -0.3 0.4
C -1.52957 0.66160 -0.07807 -0.1 -0.6 -0.3
C -1.42524 -0.71478 -0.07781 -0.2 -0.2 -0.1
N -0.05419 -1.04370 -0.11226 0.8 0.1 0.4
H 2.11289 -1.07794 0.22771 1.1 1.9 0.1
H 2.54984 0.65196 0.05562 0.4 -0.7 0.0
H 0.04982 2.27157 -0.07968 0.0 -0.3 0.1
H -2.44958 1.24489 -0.07033 0.2 -0.4 -0.2
H -2.20254 -1.44457 -0.23103 0.1 -0.1 0.2
H 0.63244 -1.84278 0.10358 -3.1 0.9 -0.5


# 5
12
Properties=species:S:1:pos:R:3:forces:R:3 method="wB97M-V/def2-TZVPD" energy_ha=-265.452523 smiles="N[C@@H]1C=CN=C1" charge=0
N 0.89489 -0.65729 1.20056 0.2 -0.2 -0.1
C 0.78860 0.22727 0.01171 -0.1 0.1 -0.2
C -0.39757 1.11681 0.33500 -0.3 -0.1 0.0
C -1.46080 0.47797 -0.15459 -0.2 0.5 -0.1
N -1.13117 -0.63303 -1.00977 0.3 0.7 -0.8
C 0.13856 -0.56905 -1.12087 -0.1 -0.2 -0.2
H 0.03536 -1.20775 1.15907 0.3 0.0 0.5
H 1.65740 -1.32416 1.13663 0.1 0.1 -0.2
H 1.75019 0.70324 -0.21071 -0.3 0.0 0.1
H -0.35883 2.03467 0.90381 -0.1 -0.3 0.2
H -2.49468 0.76514 -0.21346 -0.2 0.1 0.6
H 0.57805 -0.93383 -2.03738 0.6 -0.9 0.4


# 6
12
Properties=species:S:1:pos:R:3:forces:R:3 method="wB97M-V/def2-TZVPD" energy_ha=-265.322571 charge=0
N -2.36426 -0.55087 -1.35775 0.7 0.6 0.7
C -1.68371 0.10441 -0.69039 -0.6 -0.5 -0.6
C -0.88197 0.99724 0.15336 0.0 0.1 0.0
C 0.17454 0.31400 0.99306 0.1 0.2 0.1
C 0.88927 -1.40053 -1.06662 0.4 -0.3 -0.4
N 1.28404 0.90111 1.18252 -0.3 -0.3 0.0
H -0.39502 1.75647 -0.46516 -0.1 -0.1 0.1
H -1.57266 1.51891 0.82925 0.1 -0.1 -0.1
H -0.12337 -0.62904 1.46278 0.1 0.1 0.0
H 1.46656 -0.96359 -1.91057 -0.2 0.1 0.2
H 1.34219 -2.41072 -0.95820 -0.2 0.2 0.1
H 1.86438 0.36262 1.82770 0.0 0.1 -0.1


# 7
12
Properties=species:S:1:pos:R:3:forces:R:3 method="wB97M-V/def2-TZVPD" energy_ha=-265.456788 smiles="C=CC#N.C=N" charge=0
C 0.50364 -1.53351 -0.35069 0.1 0.0 0.2
C 0.77298 -1.20445 0.91158 0.0 -0.2 -0.2
C 1.78243 -0.22305 1.19608 0.7 0.5 0.1
N 2.64656 0.52206 1.38837 -0.8 -0.5 -0.1
H 0.96793 -1.01143 -1.18077 0.0 -0.1 0.1
H -0.18296 -2.33665 -0.58831 -0.1 0.2 0.1
H 0.28797 -1.67840 1.75991 0.1 0.0 -0.1
C -1.03003 1.67311 -0.50126 0.0 -0.2 -0.1
N -1.51744 0.69895 -1.15050 0.0 0.4 0.2
H 0.05367 1.81603 -0.49542 -0.1 0.0 0.0
H -1.61464 2.40051 0.07485 0.0 -0.1 -0.1
H -2.53645 0.68779 -1.06466 0.1 0.0 0.0


# 8
12
Properties=species:S:1:pos:R:3:forces:R:3 method="wB97M-V/def2-TZVPD" energy_ha=-265.406366 charge=0
C 0.98804 1.00703 -0.07160 -1.0 1.6 0.0
C 2.14884 0.13493 -0.06186 0.9 -0.2 0.1
C -1.23047 0.05558 0.53838 1.8 1.3 -0.4
C -2.44911 -0.35812 -0.08504 -0.9 1.9 -0.8
N -0.22807 0.55016 0.09508 0.6 -0.7 1.0
N 2.06909 -1.12957 0.13688 -0.5 0.5 0.3
H 0.96980 2.13183 0.00063 0.8 -1.4 -0.4
H 3.19041 0.55332 -0.19034 -1.3 0.4 0.2
H -2.91198 -1.01847 0.50387 -1.9 -2.5 2.7
H -3.20853 0.44048 -0.19514 0.8 0.0 -0.1
H -2.34968 -0.91111 -0.96163 0.6 -0.4 -2.1
H 3.01167 -1.45605 0.29077 0.2 -0.5 -0.3


# 9
12
Properties=species:S:1:pos:R:3:forces:R:3 method="wB97M-V/def2-TZVPD" energy_ha=-265.418952 charge=0
N -1.69537 -1.27842 0.54727 -0.1 0.7 -0.2
C -0.72598 -0.55588 -0.10825 0.2 1.5 0.2
C 0.60764 -0.78290 -0.05849 -0.2 -0.1 -0.5
C 1.52013 0.27595 -0.14152 0.1 0.0 -0.1
C 0.82485 1.46067 -0.31618 0.0 -0.4 0.2
N -0.50341 1.35477 -0.29100 0.0 -0.9 0.5
H -2.17734 -2.05851 0.10986 0.0 0.8 -0.3
H -1.57812 -1.42318 1.54616 0.1 0.1 -0.4
H 0.74184 -1.85552 -0.17714 0.9 0.1 0.7
H 2.59421 0.19867 -0.07952 -0.1 -0.1 -0.2
H 1.34396 2.41214 -0.49416 -0.5 -0.3 0.0
H -0.95240 2.25222 -0.53702 -0.4 -1.2 0.2


# 10
12
Properties=species:S:1:pos:R:3:forces:R:3 method="wB97M-V/def2-TZVPD" energy_ha=-265.383657 smiles=Nn1cccc1 charge=0
N -1.91099 -0.23884 0.15346 -0.9 -3.5 -4.4
N -0.59006 -0.23477 -0.41854 -2.4 1.0 3.8
C -0.11378 0.97324 -0.04904 3.9 -0.3 -1.9
C 1.21567 0.82940 0.05585 4.3 3.0 -0.8
C 1.61100 -0.56160 0.02904 -2.2 -3.6 0.2
C 0.33593 -1.17895 -0.12082 3.8 3.4 -0.7
H -2.37083 0.07840 -0.70767 -1.2 0.3 1.8
H -2.00127 0.14872 1.04520 -0.1 1.2 0.9
H -0.55460 1.89982 -0.12839 -1.5 1.5 -0.4
H 1.86803 1.78655 -0.20048 -1.0 -2.3 1.4
H 2.45145 -1.40090 0.22242 -1.4 3.2 -0.4
H 0.05945 -2.10108 0.11897 -1.2 -3.9 0.4


# 11
12
Properties=species:S:1:pos:R:3:forces:R:3 method="wB97M-V/def2-TZVPD" energy_ha=-265.395847 charge=0
C -2.14615 -1.15644 -0.00291 -0.4 0.7 0.4
C -0.81962 -0.60597 -0.04197 7.1 -1.4 -0.5
C -1.52012 0.78430 -0.12979 1.1 1.2 2.1
C 1.62157 -0.41918 0.03049 -2.9 1.3 -1.6
N -2.78635 -0.00876 0.04008 0.4 -1.3 0.0
N 0.43954 -1.17674 0.10950 -7.8 1.0 -0.4
H -2.42123 -2.21812 0.02608 -0.6 0.7 0.1
H -1.13059 1.45894 0.73800 -1.3 -1.3 -0.7
H -1.59363 1.56622 -0.89925 0.4 -1.1 -0.7
H 1.41780 0.51071 -0.44909 0.3 1.1 -0.3
H 2.25779 -0.98390 -0.52057 2.3 -1.5 -1.8
H 2.01494 -0.29866 0.94736 1.5 0.6 3.4


# 12
12
Properties=species:S:1:pos:R:3:forces:R:3 method="wB97M-V/def2-TZVPD" energy_ha=-265.429406 smiles="NC1=C=CNC1" charge=0
N -2.04081 -0.09868 -0.03894 0.0 -0.1 0.2
C -0.68972 -0.26667 0.08794 -0.2 0.0 0.0
C -0.03550 -1.41836 0.50903 0.2 0.5 -0.1
C 1.29014 -0.96344 0.43769 0.3 0.0 0.1
N 1.50199 0.29430 -0.02932 0.0 -0.2 0.0
C 0.22834 0.81436 -0.44115 -0.1 0.0 0.0
H -2.44022 0.78392 0.24771 0.1 0.0 -0.2
H -2.56419 -0.90349 0.27632 0.0 0.0 0.1
H 2.18191 -1.51248 0.74328 -0.2 0.1 0.0
H 2.38397 0.77271 -0.12518 -0.2 -0.2 0.0
H 0.06461 1.86109 -0.16541 -0.1 -0.2 0.1
H 0.11371 0.70669 -1.52479 0.1 0.2 -0.1